A structure of composition C21H35GaN3O3 in a non-equilibrium geometry. Source: the OMol25 dataset; level of theory: ωB97M-V with the def2-TZVPD basis set.

XYZ file:
```
63
Properties=species:S:1:pos:R:3:forces:R:3
C 0.8288 -3.1283 0.0923 -0.30 -0.63 -0.11
O 1.7995 -2.8369 -1.0111 -1.63 1.35 1.15
C 1.5805 -1.4212 -1.4298 0.48 0.24 -0.23
C 2.9875 -0.6165 -1.6753 0.55 0.13 1.00
C 2.8165 0.9441 -2.1631 0.18 -0.13 0.42
C 1.6986 1.1814 -3.3386 -0.54 0.42 -0.15
C 1.2432 2.7837 -3.4864 -0.37 -0.56 -0.84
C 0.7160 3.4384 -2.0734 0.62 0.29 -0.35
C -0.6482 4.3395 -2.1975 -0.27 -0.29 0.15
C -2.0483 3.4841 -2.1831 -0.88 1.16 0.72
C -2.5027 2.9688 -0.6671 -0.31 1.05 -0.33
Ga -2.6869 0.8972 -0.6903 -0.23 0.18 0.37
C -3.9086 0.1785 -2.2196 0.98 0.36 -2.33
O -5.2857 -0.0645 -1.7155 0.99 -0.51 0.76
N -5.8278 -1.1621 -2.2727 -1.46 1.00 -3.75
O -6.0560 -0.9853 -3.4749 0.68 -1.11 2.98
H 1.2227 -2.6402 1.0803 -0.89 -0.89 -1.76
H 0.7145 -4.2975 0.2407 0.60 2.52 -0.39
H -0.2590 -2.7352 -0.1699 2.29 -0.59 0.53
H 0.9780 -1.4552 -2.4355 0.87 0.22 2.08
H 0.9971 -0.9119 -0.5472 0.99 -0.57 -2.10
H 3.7460 -1.1456 -2.3935 -1.75 0.63 1.18
H 3.5295 -0.5676 -0.6126 -1.13 -0.14 -2.28
H 2.5815 1.5695 -1.1738 0.32 -1.27 -2.35
H 3.8942 1.2933 -2.5401 -2.37 -0.62 0.73
H 2.0787 0.7653 -4.3912 -0.64 0.98 2.28
H 0.6853 0.6014 -3.1298 2.21 1.16 -0.10
H 2.1105 3.4223 -3.9993 -1.77 -1.32 1.30
H 0.3467 2.7851 -4.2694 1.81 0.04 1.63
H 1.5786 4.1829 -1.7179 -1.81 -1.79 -0.43
H 0.5776 2.5446 -1.3036 0.16 2.07 -1.47
H -0.6669 5.0523 -1.2425 -0.08 -1.40 -2.15
H -0.6476 4.9975 -3.1859 0.32 -1.27 2.05
H -2.9046 4.2490 -2.5100 1.86 -1.58 0.42
H -2.0995 2.6033 -2.9523 0.48 1.63 1.34
H -1.7485 3.2853 0.1747 -1.16 -0.41 -1.68
H -3.5351 3.4957 -0.3873 2.17 -1.05 -0.58
H -3.3544 0.3528 0.6894 0.11 0.03 -0.09
H -1.2336 0.2141 -0.9372 -0.01 0.14 -0.08
H -3.4499 -0.8306 -2.6608 -1.21 1.99 0.98
H -4.0157 0.9158 -3.1310 0.24 -1.46 1.51
N -0.6971 -4.5807 2.5382 -0.70 -0.36 0.86
C -0.3359 -5.3286 3.6038 -0.19 0.53 -0.77
C -1.2088 -5.7065 4.6114 -0.22 0.09 -0.04
C -2.5331 -5.2899 4.5255 -0.03 0.03 -0.05
C -2.9350 -4.5170 3.4410 0.08 -0.21 0.29
C -1.9896 -4.1927 2.4813 0.90 -0.14 -0.19
H 0.7084 -5.6261 3.6273 -0.06 0.00 0.03
H -0.8645 -6.3105 5.4432 0.00 0.05 -0.07
H -3.2461 -5.5654 5.2971 0.07 0.03 -0.08
H -3.9596 -4.1761 3.3452 0.12 0.00 -0.03
H -2.2550 -3.5945 1.6141 -0.02 -0.01 0.10
N 2.9221 1.0661 1.5125 0.14 0.34 1.06
C 1.9092 1.7087 2.1342 0.53 -0.44 -0.64
C 1.9675 2.1517 3.4459 0.30 -0.06 0.19
C 3.1334 1.9192 4.1678 -0.04 0.01 -0.03
C 4.1932 1.2582 3.5556 -0.21 0.13 0.09
C 4.0418 0.8564 2.2382 -0.74 0.10 -0.59
H 1.0198 1.8634 1.5302 0.02 -0.01 0.05
H 1.1242 2.6650 3.8938 0.05 -0.06 -0.08
H 3.2156 2.2506 5.1989 -0.01 -0.04 -0.10
H 5.1150 1.0614 4.0912 -0.06 0.00 -0.06
H 4.8418 0.3401 1.7152 -0.03 0.02 0.06
```
Positions in Å, forces in eV/Å.

HOMO-LUMO gap   7.49 eV
Charge   -1
Relative energy (zero: lowest compared OMol25 entry of this formula, charge and spin)   114.49 kcal/mol
Electronic energy   -3135.62525 Eh

=====

A structure of composition C21H35InN3O3 in a non-equilibrium geometry. Source: the OMol25 dataset; level of theory: ωB97M-V with the def2-TZVPD basis set.

XYZ file:
```
63
Properties=species:S:1:pos:R:3:forces:R:3
C -5.1400 -4.5384 0.2516 -0.13 0.09 -0.22
C -3.5906 -4.2253 -0.0052 -1.16 -0.06 -0.84
O -2.8412 -4.8341 1.0981 1.69 2.42 -0.28
C -2.2431 -3.7799 1.8494 -1.55 2.07 2.72
O -2.9997 -2.9326 2.3989 2.58 -2.96 -2.18
C -0.6565 -3.6530 2.0650 -0.88 -0.38 -0.40
C 0.0487 -3.1502 0.7030 1.13 -0.15 0.72
C 0.8434 -1.7845 0.9817 0.24 -0.12 -0.63
In -0.0384 0.0161 -0.1488 0.12 -0.49 -0.12
C 0.1932 -0.5350 -2.3669 0.41 0.26 -0.44
C 0.0040 0.8171 -3.2143 0.85 -2.06 0.49
O -1.4274 1.1073 -3.2664 0.70 0.33 -0.95
C 1.2216 1.7914 0.4650 0.14 0.31 1.01
C 0.4084 3.1535 0.6927 1.29 0.58 -0.67
C -0.5163 3.5734 -0.5459 -0.16 0.36 0.26
N -1.8374 4.0564 -0.0245 0.50 0.10 -0.16
H -5.6132 -5.1152 -0.6133 0.69 0.74 1.12
H -5.2385 -5.1605 1.1984 0.21 0.78 -1.26
H -5.7506 -3.5904 0.4040 0.89 -1.14 -0.18
H -3.2185 -4.6827 -0.9932 -0.54 0.41 1.60
H -3.4060 -3.0979 -0.1024 -0.22 -1.67 0.47
H -0.1735 -4.6302 2.4080 -0.93 1.14 -0.54
H -0.5180 -2.8936 2.9150 -0.38 -1.08 -1.47
H -0.6655 -3.0965 -0.1922 0.77 0.03 1.40
H 0.8357 -3.9415 0.4340 -1.26 0.91 0.22
H 0.8814 -1.4726 2.0813 0.15 -0.84 -1.38
H 1.9027 -1.8965 0.5356 -1.46 0.24 1.00
H -1.7973 0.2074 0.1729 0.25 0.00 0.08
H 1.2413 -0.9527 -2.5618 -1.22 0.50 0.23
H -0.5576 -1.3591 -2.6362 0.91 1.23 0.01
H 0.4647 0.7014 -4.2627 -0.87 0.37 1.19
H 0.6080 1.6251 -2.6812 -1.31 -0.76 -0.90
H -1.7813 0.6877 -4.0779 0.45 0.27 0.86
H 2.0920 1.9040 -0.2647 -1.12 0.20 0.84
H 1.7018 1.5153 1.4817 -0.58 0.37 -1.48
H 1.2000 3.9907 0.7988 -1.27 -1.00 0.03
H -0.1752 3.1724 1.6864 0.67 -0.32 -1.62
H -0.0451 4.4650 -1.1055 -0.52 -1.43 0.72
H -0.6877 2.7343 -1.2967 0.51 0.80 1.05
H -2.1030 3.5457 0.8238 -0.05 0.02 -0.86
H -2.5598 4.0156 -0.7505 0.34 -0.26 0.66
N 1.5738 3.2687 -4.2414 0.28 0.62 -0.68
C 0.4860 3.6750 -4.9127 0.23 -0.26 0.45
C 0.5336 4.4350 -6.0710 0.20 0.04 -0.06
C 1.7771 4.8014 -6.5648 -0.01 0.05 -0.08
C 2.9185 4.3959 -5.8886 -0.10 0.03 -0.08
C 2.7638 3.6347 -4.7407 -0.45 -0.22 0.32
H -0.4628 3.3656 -4.4846 0.01 -0.04 0.00
H -0.3783 4.7329 -6.5734 0.02 -0.02 0.05
H 1.8561 5.3971 -7.4680 0.00 -0.03 0.05
H 3.9055 4.6639 -6.2450 -0.03 -0.03 0.03
H 3.6262 3.2901 -4.1787 0.01 0.04 -0.04
N 3.6050 -0.9846 5.9401 -0.57 -0.25 0.11
C 3.3194 -1.9331 6.8455 0.21 0.38 -0.34
C 2.0591 -2.4823 7.0160 -0.05 0.06 -0.07
C 1.0287 -2.0241 6.2074 -0.09 -0.01 -0.01
C 1.2954 -1.0429 5.2644 -0.08 -0.10 0.10
C 2.5910 -0.5603 5.1695 0.54 -0.04 0.21
H 4.1567 -2.2563 7.4560 -0.05 -0.04 0.02
H 1.8870 -3.2483 7.7621 0.03 0.03 -0.02
H 0.0276 -2.4283 6.3111 0.05 0.03 -0.03
H 0.5153 -0.6620 4.6171 0.07 -0.01 -0.01
H 2.8498 0.2047 4.4447 -0.09 -0.04 -0.01
```
Positions in Å, forces in eV/Å.

HOMO-LUMO gap   6.72 eV
Charge   -1
Electronic energy   -1401.13888 Eh

=====

A structure of composition C21H36AlBe2Br3Cl2F3N3O13PS in a non-equilibrium geometry. Source: the OMol25 dataset; level of theory: ωB97M-V with the def2-TZVPD basis set.

XYZ file:
```
86
Properties=species:S:1:pos:R:3:forces:R:3
C 0.5319 -0.8633 1.2790 -0.56 -0.21 0.88
O 1.2414 0.3559 1.5361 0.09 0.07 -0.23
C 2.1904 0.6828 0.5866 0.07 -0.29 -0.29
C 1.7724 1.7481 -0.3812 -0.71 0.23 0.39
C 1.0898 2.9448 0.2852 -0.31 -1.06 -0.20
C -0.3718 3.0250 -0.2000 1.04 0.76 1.09
C -1.0749 4.1076 0.6186 -0.61 0.52 -1.11
C -2.6018 4.2187 0.4032 0.83 -0.40 0.46
C -3.4058 2.9899 0.8803 -1.17 2.21 0.98
C -2.9777 2.7130 2.3459 0.20 -1.58 -0.81
C -1.9887 1.5230 2.4618 -0.22 2.28 2.31
N -2.6481 0.2878 2.9665 -2.08 -3.04 -0.64
C -4.8993 3.4283 0.9740 0.30 -0.99 0.18
C -5.8277 2.2148 1.1896 -0.26 0.13 -0.54
C -6.6506 1.8379 -0.0339 -0.09 -0.84 0.58
F -7.6839 2.7421 -0.1898 0.16 0.20 -0.26
O -3.2108 1.7859 0.1091 0.51 0.05 -0.11
C -3.2743 1.8990 -1.2347 0.30 -0.06 -0.80
O -4.0336 2.5851 -1.8464 -0.25 0.52 0.11
P -2.1105 0.7882 -2.2018 0.19 -1.63 0.84
N -1.7938 -0.5088 -1.3745 0.27 1.54 -0.46
H 0.3885 -1.3563 2.2441 0.27 -0.01 0.00
H -0.4696 -0.6647 0.8818 0.27 0.02 -0.52
H 1.0735 -1.5624 0.6471 0.05 0.20 -0.15
H 3.0731 1.1796 1.0957 0.37 -0.16 0.59
H 2.5916 -0.1784 0.0437 0.04 -0.13 0.30
H 2.6811 2.0859 -0.9217 0.22 -0.38 -0.70
H 1.0913 1.2918 -1.1059 0.44 0.06 -0.40
H 1.6139 3.8655 0.0656 -0.08 0.63 0.11
H 1.0955 2.7609 1.3634 0.00 0.32 0.02
H -0.7771 2.0193 -0.0550 -0.17 0.08 -0.29
H -0.3511 3.3119 -1.2529 -0.26 -0.17 -0.04
H -0.6734 5.0654 0.2716 0.15 -0.05 0.14
H -0.8135 4.0648 1.6799 -0.04 -0.24 -0.03
H -2.9117 5.0488 1.0448 -0.26 -0.10 -0.08
H -2.8476 4.5362 -0.6103 0.03 -0.26 -0.07
H -3.8600 2.4700 2.9419 0.06 0.00 0.06
H -2.5143 3.5869 2.7904 -0.10 0.08 -0.11
H -1.2650 1.7963 3.2320 0.01 -0.23 0.02
H -1.4207 1.3020 1.5596 -0.53 -0.64 -0.07
H -2.0863 -0.3850 3.4842 0.76 0.20 -0.46
H -3.1227 -0.1952 2.1972 1.38 -0.09 -0.88
H -4.9745 4.0493 1.8685 0.10 0.31 -0.25
H -5.1593 4.0204 0.0986 -0.23 -0.07 0.03
H -6.5459 2.3910 1.9937 0.07 0.09 0.00
H -5.2673 1.3162 1.4747 0.08 0.11 -0.02
H -7.1068 0.8570 0.1429 -0.09 0.08 -0.02
H -6.0630 1.7472 -0.9463 -0.07 0.43 -0.07
H -0.9689 1.5668 -2.5052 -0.52 0.39 -0.17
H -2.7788 0.5477 -3.4178 -0.02 0.65 0.02
H -2.0874 -1.3405 -1.8617 0.17 -0.28 0.33
F -2.3670 -2.7686 -0.7091 -2.11 -2.92 -0.38
Be 3.8758 3.3754 -0.4277 0.00 0.16 0.64
C 0.9390 -5.1560 1.9612 -0.02 -0.09 -0.03
Br 1.5040 -4.0442 3.4303 -0.02 -0.01 -0.04
Br 0.0221 -6.7404 2.5643 0.01 0.10 -0.01
Br -0.1121 -4.1677 0.6929 -0.36 0.17 0.30
H 1.8330 -5.4794 1.4498 0.04 0.06 0.00
O 2.3013 8.0114 -1.2234 0.04 -0.13 -0.01
Cl 1.3283 7.2050 -0.5564 -0.14 0.75 -0.02
O 1.1326 7.6501 0.7946 0.00 -0.18 0.02
O 1.8089 5.8149 -0.5154 0.42 -0.97 -0.01
O 0.0783 7.2127 -1.2704 0.02 -0.22 0.06
Cl -4.2350 -0.2924 3.8626 0.83 1.88 0.23
C 4.5499 -9.3782 -2.8883 0.00 0.00 0.00
C 3.1819 -9.2192 -3.0663 0.13 0.00 0.03
C 2.5145 -8.1894 -2.4256 -0.25 -0.08 -0.12
C 3.2317 -7.3274 -1.6153 0.14 -0.16 -0.12
C 4.5935 -7.4763 -1.4219 0.25 0.09 0.12
C 5.2535 -8.5103 -2.0639 -0.09 -0.07 -0.08
N 2.5324 -6.2210 -0.9534 0.04 -0.14 -0.21
O 1.3337 -6.1207 -1.1217 0.17 -0.16 -0.04
O 3.1941 -5.4582 -0.2704 -0.02 0.02 0.08
H 5.0696 -10.1808 -3.3945 0.00 0.00 0.01
H 2.6363 -9.8973 -3.7075 -0.02 0.01 0.01
H 1.4508 -8.0666 -2.5644 0.00 0.11 0.08
H 5.1420 -6.8001 -0.7832 -0.12 0.07 0.02
H 6.3179 -8.6381 -1.9247 0.00 0.02 0.02
Al -3.6343 -4.1639 -1.1602 1.81 1.81 0.67
O 7.5647 2.2801 -1.4658 0.43 0.11 -0.12
S 6.9489 1.7397 -2.6762 -0.32 0.07 -0.42
O 7.5196 0.4203 -2.9284 -0.28 -0.27 0.46
O 7.2182 2.6160 -3.8114 0.01 0.49 0.36
O 5.4955 1.6318 -2.4818 -0.11 -0.23 0.03
Be 4.1961 1.3176 2.5964 -1.17 -3.53 0.44
F 3.7640 -0.6832 3.4567 0.87 3.99 -1.60
```
Positions in Å, forces in eV/Å.

HOMO-LUMO gap   2.23 eV
Charge   +1
Electronic energy   -11916.41819 Eh

=====

A cluster of 3 separate species, C21H36Br5N3O5P in total in a non-equilibrium geometry. Source: the OMol25 dataset; level of theory: ωB97M-V with the def2-TZVPD basis set.

XYZ file:
```
71
Properties=species:S:1:pos:R:3:forces:R:3
C -3.2421 -4.7628 -1.4448 0.35 -0.03 -0.23
C -4.0094 -3.4136 -1.8676 -0.29 -0.20 -0.48
C -3.2900 -2.8300 -3.1683 -1.54 -1.73 -3.92
O -3.6081 -3.3381 -4.2802 1.61 2.14 4.44
O -2.2837 -1.8233 -3.1964 -1.74 -1.04 1.78
C -2.2808 -1.0058 -1.9977 -0.18 0.87 0.88
C -1.3207 0.2473 -2.2834 0.50 0.06 -0.12
C -0.0723 0.3672 -1.2878 2.46 1.91 3.19
C 0.1343 1.5972 -0.3088 1.68 -4.44 -1.29
C -0.9136 2.7869 -0.2207 -0.20 0.28 -0.57
O -2.2792 2.2787 -0.0689 1.23 0.89 0.51
C -3.0991 3.2661 0.6103 -1.29 0.86 0.16
C 1.4348 1.4159 0.5178 -0.49 1.36 0.20
C 1.7219 2.5992 1.5915 0.48 -0.97 0.71
Br 2.0047 4.3741 0.6723 -0.23 -1.21 0.39
C 0.5990 2.6689 2.7536 0.49 -0.57 0.56
C 1.2841 2.3789 4.2055 -0.04 0.03 -0.07
N 2.4182 0.4209 0.5142 -2.77 1.97 -0.74
N 2.2321 -0.6067 -0.3111 -2.93 1.88 -1.38
C 3.3212 -1.6674 -0.2864 1.19 -0.82 1.15
O 4.5652 -1.1248 0.2510 -0.72 -1.67 -2.02
C 5.5998 -1.5317 -0.6941 2.64 2.95 -2.88
C 6.1545 -3.0287 -0.7800 -1.02 -0.16 -0.32
O 6.0336 -0.6464 -1.4705 -1.91 -3.68 3.35
C 1.0764 -0.6585 -1.1378 -0.93 -0.55 0.29
P 0.8869 -2.2192 -2.2475 0.09 1.44 -2.98
N 1.0396 -1.7110 -3.7598 -0.02 0.16 1.81
H -2.5178 -4.5696 -0.5822 -1.09 -0.39 -1.06
H -2.6217 -5.1746 -2.3293 -1.12 0.72 1.36
H -4.0096 -5.5682 -1.1760 1.24 1.23 -0.16
H -5.0661 -3.7350 -2.2069 1.85 0.77 0.25
H -4.1687 -2.6652 -1.0229 0.53 -1.07 -1.04
H -1.9580 -1.5874 -1.0525 -0.33 0.76 -1.50
H -3.3438 -0.6033 -1.7877 1.87 -0.71 -0.38
H -1.9572 1.2102 -2.2608 1.23 -1.49 0.38
H -0.9135 0.1597 -3.3532 -0.53 -0.12 1.58
H -0.7167 3.5556 0.5950 0.21 -1.34 -1.00
H -0.8607 3.3560 -1.2285 0.12 -0.85 1.43
H -4.1848 3.1721 0.2244 1.87 -0.09 0.57
H -2.7789 4.3402 0.3679 -0.30 -1.53 0.24
H -3.1135 3.1431 1.7548 0.26 -0.03 -1.69
H 2.7211 2.4136 2.1404 -1.58 0.13 -1.37
H -0.1156 1.7885 2.5809 0.70 1.50 0.10
H 0.0455 3.6826 2.7741 0.86 -1.80 -0.17
H 1.6039 3.3535 4.7323 -0.71 -1.52 -0.80
H 0.5730 1.7510 4.8668 1.19 1.51 -1.20
H 2.2426 1.7495 4.1155 -1.45 0.81 -0.09
H 2.9676 -2.4603 0.4591 0.28 0.92 -1.30
H 3.5609 -2.0681 -1.3259 -1.05 0.64 1.30
H 6.1081 -3.6028 0.2035 0.18 1.00 -1.26
H 5.4489 -3.5834 -1.5135 1.01 0.85 1.14
H 7.1904 -3.0715 -1.2828 -1.71 0.46 1.06
H -0.3797 -2.8882 -1.9974 0.95 0.43 0.46
H 1.8978 -3.2008 -2.0144 -0.62 0.24 0.78
H 1.1944 -0.6930 -3.7866 -0.07 -0.67 -0.25
Br 3.2956 -2.6035 6.2821 -0.02 0.11 -0.09
C 3.5819 -0.7204 6.6960 0.17 -0.23 0.10
C 2.5486 -0.2103 7.6698 -0.03 0.26 -0.01
Br 0.8411 0.1113 6.7850 0.01 -0.34 0.36
H 3.5830 -0.1831 5.7476 -0.07 -0.03 0.18
H 4.5795 -0.6748 7.1356 -0.14 0.03 0.01
H 2.8462 0.7588 8.0733 0.01 -0.11 -0.07
H 2.3550 -0.8972 8.4934 0.07 0.04 -0.19
Br -4.7571 1.3783 -2.4407 -0.29 0.30 -0.04
C -4.9972 2.4017 -4.0826 -0.03 -0.23 -0.17
C -3.7149 3.0819 -4.4931 -0.04 0.26 -0.07
Br -3.3716 4.6617 -3.4033 0.11 -0.14 0.07
H -5.8184 3.0965 -3.9068 0.19 -0.05 0.00
H -5.3011 1.6697 -4.8326 0.08 0.08 0.06
H -3.7871 3.4528 -5.5166 -0.05 -0.08 0.11
H -2.8388 2.4393 -4.4057 -0.19 0.02 -0.02
```
Positions in Å, forces in eV/Å.

HOMO-LUMO gap   6.91 eV
Charge   +1
Electronic energy   -14573.10095 Eh